--- one ---
A 2-piece molecular cluster, C5H10 overall. Source: the Open Molecules 2025 dataset; level of theory: ωB97M-V/def2-TZVPD.

Each line ends with the natural charge from an NBO analysis.
CARTESIAN COORDINATES (ANGSTROEM)
C (-1.28, 0.02, -0.20)  0.06
C (1.17, -0.21, -0.41)  -0.47
C (-0.05, -0.33, 0.47)  -0.44
C (-2.57, 0.17, 0.67)  -0.70
C (1.41, 0.21, 0.91)  -0.23
H (-1.52, -0.66, -1.02)  0.16
H (-2.92, 1.19, 0.86)  0.23
H (-3.14, -0.19, -0.19)  0.21
H (3.60, 0.64, -1.22)  0.00
H (1.75, 1.21, 1.12)  0.21
H (-0.20, -1.21, 1.12)  0.33
H (-2.71, -0.46, 1.54)  0.24
H (4.21, 0.42, -1.57)  0.00
H (1.38, -1.22, -0.80)  0.19
H (0.88, 0.40, -1.28)  0.21

The HOMO energy comes out at -0.26383 Eh. The LUMO energy is -2.003 eV. As for the molar mass: 70.1 Da.

--- two ---
A 3-piece molecular cluster, C5H10 overall. Source: the Open Molecules 2025 dataset; level of theory: ωB97M-V/def2-TZVPD.

Each line ends with the natural charge from an NBO analysis.
CARTESIAN COORDINATES (ANGSTROEM)
C (1.01, 1.46, -0.55)  -0.43
C (0.08, 1.03, -1.64)  -0.19
C (-0.87, -0.51, 1.54)  -0.38
C (-0.35, -1.69, 1.24)  -0.40
C (-0.49, 1.50, -0.58)  -0.18
H (-0.92, -2.45, 0.71)  0.20
H (0.00, 0.61, -2.63)  0.23
H (1.58, 2.38, -0.66)  0.18
H (0.78, -1.24, -1.45)  0.00
H (-0.30, 0.26, 2.06)  0.20
H (1.52, 0.70, 0.06)  0.17
H (0.64, -1.61, -0.82)  0.00
H (-1.38, 1.78, -0.04)  0.22
H (0.67, -1.95, 1.50)  0.20
H (-1.89, -0.26, 1.28)  0.19

The HOMO energy comes out at -0.34223 Eh. The LUMO energy is 1.346 eV. The SMILES is C1=CC1.[H][H].C=C. As for the molar mass: 70.1 Da.

--- three ---
A 2-piece molecular cluster, C5H10 overall. Source: the Open Molecules 2025 dataset; level of theory: ωB97M-V/def2-TZVPD.

Each line ends with the natural charge from an NBO analysis.
CARTESIAN COORDINATES (ANGSTROEM)
C (1.86, 0.70, -0.29)  -0.40
C (0.98, 1.65, -0.58)  -0.38
C (-0.27, -1.67, 0.12)  -0.65
C (-1.75, 0.34, 0.17)  -0.41
C (-1.08, -0.62, 0.80)  -0.16
H (-1.71, 0.43, -0.92)  0.19
H (-0.07, -1.42, -0.93)  0.22
H (2.11, 0.45, 0.74)  0.19
H (0.48, 2.22, 0.19)  0.20
H (0.69, -1.84, 0.62)  0.22
H (2.34, 0.10, -1.06)  0.19
H (-0.82, -2.62, 0.15)  0.22
H (0.70, 1.88, -1.61)  0.19
H (-2.35, 1.08, 0.70)  0.20
H (-1.13, -0.67, 1.89)  0.19

The HOMO energy comes out at -0.34192 Eh. The LUMO energy is 1.260 eV. The SMILES is C=CC.C=C. As for the molar mass: 70.1 Da.

--- four ---
A 2-piece molecular cluster, C5H10 overall. Source: the Open Molecules 2025 dataset; level of theory: ωB97M-V/def2-TZVPD.

Each line ends with the natural charge from an NBO analysis.
CARTESIAN COORDINATES (ANGSTROEM)
C (0.68, -0.60, -1.52)  -0.34
C (1.04, -1.59, -0.43)  -0.44
C (0.20, 2.17, 1.15)  -0.64
C (0.93, 0.02, -0.05)  -0.32
C (-0.02, 0.91, 0.37)  -0.04
H (0.90, 2.81, 0.86)  0.23
H (2.06, 0.26, 0.12)  0.22
H (-1.03, 0.57, 0.30)  0.21
H (1.42, -0.10, -2.13)  0.22
H (-2.83, -2.88, -0.42)  0.00
H (-3.17, -2.93, 0.19)  0.00
H (-0.36, -0.39, -1.87)  0.19
H (-0.68, 2.73, 1.40)  0.22
H (0.28, 1.29, 1.78)  0.29
H (0.58, -2.29, 0.25)  0.20

The HOMO energy comes out at -0.24038 Eh. The LUMO energy is 0.091 eV. As for the molar mass: 70.1 Da.

Structures ranked by computed energy, the most stable listed first: three, two, four, one.

--- one ---
One molecule with the formula C5H10. Source: the Open Molecules 2025 dataset; level of theory: ωB97M-V/def2-TZVPD.

Each line ends with the natural charge from an NBO analysis.
CARTESIAN COORDINATES (ANGSTROEM)
C (-1.53, -1.22, -0.36)  -0.61
C (0.83, 1.77, 0.06)  -0.61
C (-0.24, -0.46, -0.51)  -0.23
C (0.17, 0.58, 0.55)  -0.25
C (0.96, -0.74, 0.39)  -0.42
H (1.75, 1.41, -0.55)  0.21
H (0.12, 2.47, -0.55)  0.21
H (2.01, -0.66, 0.05)  0.22
H (0.74, -1.58, 1.12)  0.21
H (-2.35, -0.67, -0.78)  0.21
H (-0.01, -0.15, -1.57)  0.21
H (-1.44, -2.18, -0.97)  0.20
H (-1.73, -1.58, 0.65)  0.21
H (-0.47, 0.67, 1.44)  0.21
H (1.18, 2.35, 1.04)  0.21

The HOMO energy comes out at -0.34819 Eh. The LUMO energy is 1.300 eV. The SMILES is C[C@@H]1C[C@H]1C. As for the molar mass: 70.1 Da.

--- two ---
A 2-piece molecular cluster, C5H10 overall. Source: the Open Molecules 2025 dataset; level of theory: ωB97M-V/def2-TZVPD.

Each line ends with the natural charge from an NBO analysis.
CARTESIAN COORDINATES (ANGSTROEM)
C (1.43, 1.11, 0.65)  -0.02
C (-0.96, -0.63, 0.33)  -0.43
C (-2.14, -0.41, -0.56)  -0.42
C (-1.05, 0.62, -0.52)  -0.43
C (2.24, 0.01, 0.08)  -0.79
H (-0.24, -1.40, 0.05)  0.21
H (-3.09, -0.17, -0.10)  0.21
H (-2.22, -1.03, -1.45)  0.21
H (-1.25, 1.56, -0.04)  0.23
H (2.32, 0.03, -1.01)  0.22
H (1.14, 0.78, 1.67)  0.09
H (-1.11, -0.52, 1.40)  0.22
H (3.23, 0.36, 0.45)  0.28
H (2.11, -1.02, 0.45)  0.20
H (-0.40, 0.70, -1.39)  0.22

The HOMO energy comes out at -0.31207 Eh. The LUMO energy is 0.276 eV. As for the molar mass: 70.1 Da.

--- three ---
One molecule with the formula C5H10. Source: the Open Molecules 2025 dataset; level of theory: ωB97M-V/def2-TZVPD.

Each line ends with the natural charge from an NBO analysis.
CARTESIAN COORDINATES (ANGSTROEM)
C (-1.07, 0.00, -0.36)  -0.15
C (-2.26, 0.00, 0.19)  -0.41
C (1.05, 1.26, -0.05)  -0.60
C (0.26, 0.00, 0.29)  -0.26
C (1.05, -1.26, -0.05)  -0.60
H (1.28, 1.28, -1.11)  0.20
H (-0.94, 0.00, -1.48)  0.18
H (1.98, -1.28, 0.51)  0.21
H (0.47, -2.15, 0.20)  0.21
H (-2.39, 0.00, 1.26)  0.19
H (0.02, 0.00, 1.41)  0.19
H (0.47, 2.15, 0.20)  0.21
H (1.28, -1.28, -1.11)  0.20
H (1.98, 1.28, 0.51)  0.21
H (-3.16, 0.00, -0.40)  0.20

The HOMO energy comes out at -0.35680 Eh. The LUMO energy is 1.233 eV. The SMILES is C=CC(C)C. As for the molar mass: 70.1 Da.

Structures ranked by computed energy, the most stable listed first: three, one, two.

--- one ---
One molecule with the formula C5H10. Source: the Open Molecules 2025 dataset; level of theory: ωB97M-V/def2-TZVPD.

Each line ends with the natural charge from an NBO analysis.
CARTESIAN COORDINATES (ANGSTROEM)
C (-0.38, -0.83, -1.22)  -0.66
C (-1.21, -0.51, 1.59)  -0.65
C (1.40, 1.04, -0.90)  -0.64
C (0.33, 0.16, -0.30)  -0.02
C (-0.04, 0.23, 0.95)  -0.18
H (1.43, 1.03, -2.04)  0.22
H (0.49, 0.89, 1.63)  0.19
H (2.39, 0.79, -0.51)  0.22
H (-1.79, 0.29, 2.17)  0.21
H (-0.39, -1.88, -0.81)  0.22
H (1.25, 2.10, -0.59)  0.22
H (-1.89, -0.97, 0.83)  0.22
H (-1.44, -0.56, -1.52)  0.22
H (-0.85, -1.23, 2.33)  0.22
H (0.20, -0.99, -2.18)  0.21

The HOMO energy comes out at -0.32577 Eh. The LUMO energy is 1.115 eV. The SMILES is CC=C(C)C. As for the molar mass: 70.1 Da.

--- two ---
One molecule with the formula C5H10. Source: the Open Molecules 2025 dataset; level of theory: ωB97M-V/def2-TZVPD.

Each line ends with the natural charge from an NBO analysis.
CARTESIAN COORDINATES (ANGSTROEM)
C (0.26, 1.26, -0.06)  -0.40
C (-0.89, -0.77, 0.50)  -0.41
C (1.24, 0.12, -0.40)  -0.40
C (0.59, -1.14, 0.24)  -0.41
C (-1.09, 0.57, -0.23)  -0.40
H (-1.97, 1.14, 0.08)  0.21
H (-1.25, 0.36, -1.30)  0.19
H (1.27, -0.03, -1.49)  0.20
H (2.27, 0.29, -0.06)  0.21
H (0.38, 2.14, -0.70)  0.21
H (0.67, -1.99, -0.44)  0.20
H (1.11, -1.40, 1.16)  0.20
H (0.40, 1.59, 0.98)  0.19
H (-1.59, -1.53, 0.15)  0.21
H (-1.05, -0.67, 1.58)  0.20

The HOMO energy comes out at -0.40510 Eh. The LUMO energy is 1.264 eV. The SMILES is C1CCCC1. As for the molar mass: 70.1 Da.

Structures ranked by computed energy, the most stable listed first: two, one.

--- one ---
A 2-piece molecular cluster, C5H13NO3 overall. Source: the Open Molecules 2025 dataset; level of theory: ωB97M-V/def2-TZVPD.

Each line ends with the natural charge from an NBO analysis.
CARTESIAN COORDINATES (ANGSTROEM)
O (-0.92, 0.07, -0.19)  -0.68
O (-0.99, 0.23, 2.20)  -0.77
O (0.99, 0.07, 1.05)  -0.90
N (1.48, 2.13, -0.61)  -0.67
C (-2.32, -0.09, -0.29)  -0.25
C (1.88, -0.10, -1.54)  -0.69
C (-0.21, -0.37, 1.15)  0.78
C (1.05, 1.09, -1.26)  0.42
C (-0.41, -1.88, 1.26)  -0.68
H (0.14, 1.22, -1.82)  0.23
H (0.85, 2.90, -0.44)  0.41
H (-2.61, -1.13, -0.47)  0.16
H (0.02, -2.36, 0.38)  0.20
H (1.25, -0.98, -1.49)  0.27
H (2.26, 0.00, -2.57)  0.23
H (0.11, -2.23, 2.15)  0.22
H (2.70, -0.21, -0.84)  0.25
H (-2.83, 0.27, 0.61)  0.19
H (-2.67, 0.50, -1.14)  0.17
H (-0.49, 1.03, 2.41)  0.47
H (-1.46, -2.16, 1.34)  0.20
H (2.18, 1.98, 0.11)  0.43

The HOMO energy comes out at -0.29541 Eh. The LUMO energy is 0.163 eV. As for the molar mass: 135.2 Da.

--- two ---
A 2-piece molecular cluster, C5H13NO3 overall. Source: the Open Molecules 2025 dataset; level of theory: ωB97M-V/def2-TZVPD.

Each line ends with the natural charge from an NBO analysis.
CARTESIAN COORDINATES (ANGSTROEM)
O (0.09, 1.79, -1.42)  -0.61
O (-2.22, 1.00, 0.05)  -0.76
O (-1.75, -1.02, -1.00)  -0.76
N (1.03, 0.80, 0.49)  -0.71
C (-1.43, -0.16, 0.09)  0.19
C (0.51, 0.75, -0.97)  0.72
C (2.37, 0.37, 0.92)  -0.41
C (0.97, -0.45, -1.74)  -0.73
C (-1.74, -0.87, 1.40)  -0.66
H (-1.44, -0.27, 2.26)  0.20
H (1.07, -1.34, -1.13)  0.23
H (3.16, 0.86, 0.34)  0.20
H (-2.70, -1.20, -0.97)  0.46
H (2.45, -0.70, 0.80)  0.21
H (-2.82, -1.05, 1.50)  0.20
H (-0.03, 0.19, 0.61)  0.40
H (-1.23, -1.83, 1.45)  0.21
H (1.92, -0.21, -2.24)  0.23
H (-1.83, 1.58, -0.62)  0.48
H (2.52, 0.63, 1.97)  0.22
H (0.88, 1.77, 0.73)  0.41
H (0.22, -0.66, -2.50)  0.27

The HOMO energy comes out at -0.27512 Eh. The LUMO energy is 0.591 eV. As for the molar mass: 135.2 Da.

Structures ranked by computed energy, the most stable listed first: one, two.